1.
{
  "formula": "C23H33N4OPdSSi2",
  "method": "the ωB97M-V functional and the def2-TZVPD basis",
  "e_tot_ha": -2295.606591,
  "fmax_ev_per_a": 1.21,
  "lumo_energy_ev": [0.27, -0.80],
  "s2": 0.769,
  "homo_lumo_gap_ev": [6.9, 6.6],
  "spin_multiplicity": 2,
  "symbols": ["Pd", "S", "Si", "Si", "O", "N", "N", "N", "N", "C", "C", "C", "C", "C", "C", "C", "C", "C", "C", "C", "C", "C", "C", "C", "C", "C", "C", "C", "C", "C", "C", "C", "H", "H", "H", "H", "H", "H", "H", "H", "H", "H", "H", "H", "H", "H", "H", "H", "H", "H", "H", "H", "H", "H", "H", "H", "H", "H", "H", "H", "H", "H", "H", "H", "H"],
  "xyz": [[0.05, -0.31, 0.17], [1.08, -2.21, -0.69], [3.22, -0.12, 1.14], [-2.74, 1.29, 0.78], [-0.84, -0.38, -1.83], [-0.97, 1.21, 0.93], [-1.08, -1.76, 1.89], [1.59, 0.56, 1.30], [-0.98, -1.62, -2.28], [3.69, -0.13, -0.67], [-1.71, -2.92, 1.70], [4.58, 0.83, 2.03], [0.03, 3.92, 3.22], [-1.17, -2.17, 4.24], [-3.52, 1.11, 2.47], [-1.95, -1.85, -3.18], [-0.12, -2.59, -1.86], [1.15, 1.67, 1.92], [-0.27, -3.86, -2.43], [-1.84, -3.37, 4.04], [1.93, 2.50, 2.77], [-1.25, -4.11, -3.36], [-2.25, -4.25, 5.20], [3.17, -1.82, 1.95], [-0.77, 3.16, 2.41], [-3.27, 2.88, -0.06], [-3.36, -0.11, -0.29], [-0.82, -1.40, 3.14], [-0.25, 2.02, 1.73], [1.39, 3.59, 3.39], [-2.12, -3.09, -3.74], [-2.10, -3.75, 2.73], [2.16, -2.21, 2.03], [0.42, -4.63, -2.11], [-1.36, -5.10, -3.78], [-2.79, 2.97, -1.04], [-1.89, -3.20, 0.67], [-3.32, -4.47, 5.15], [-0.93, -1.83, 5.24], [4.71, 1.84, 1.65], [-2.56, -0.98, -3.40], [-3.05, -1.09, 0.09], [4.44, 0.86, 3.11], [-1.80, 3.43, 2.29], [-4.35, 2.85, -0.23], [-3.28, 1.91, 3.16], [-2.61, -4.68, 2.51], [-4.61, 1.08, 2.37], [-3.05, 3.79, 0.50], [-2.04, -3.77, 6.15], [-4.45, -0.08, -0.31], [3.59, -1.76, 2.95], [-0.30, -0.46, 3.27], [2.01, 4.20, 4.04], [-1.72, -5.20, 5.17], [2.81, -0.09, -1.31], [4.25, -1.03, -0.94], [3.75, -2.55, 1.38], [-2.98, 0.00, -1.30], [4.33, 0.73, -0.88], [2.97, 2.26, 2.92], [-2.91, -3.24, -4.46], [-0.38, 4.78, 3.72], [5.51, 0.29, 1.84], [-3.21, 0.17, 2.93]],
  "mulliken_charge": [0.07, -0.46, -0.15, -0.10, -0.85, 0.24, 1.26, 0.76, 0.61, -1.00, -0.47, -1.42, -0.98, -0.76, -0.95, -0.22, 0.54, 1.19, -0.80, 1.05, -0.65, -0.21, -1.52, -0.92, -0.55, -1.17, -0.56, -0.71, 0.64, -0.85, -0.85, -0.96, 0.24, 0.44, 0.39, 0.32, 0.24, 0.36, 0.34, 0.39, 0.44, 0.03, 0.36, 0.19, 0.35, 0.37, 0.41, 0.41, 0.34, 0.35, 0.53, 0.31, 0.37, 0.41, 0.32, 0.37, 0.33, 0.35, -0.12, 0.34, 0.16, 0.40, 0.40, 0.37, 0.24]
}



2.
{
  "formula": "C14H56N24O14",
  "method": "the ωB97M-V functional and the def2-TZVPD basis",
  "e_tot_ha": -2934.928076,
  "fmax_ev_per_a": 5.21,
  "lumo_energy_ev": -0.28,
  "homo_lumo_gap_ev": 8.6,
  "symbols": ["O", "O", "O", "O", "O", "O", "O", "O", "O", "O", "O", "O", "O", "O", "N", "N", "N", "N", "N", "N", "N", "N", "N", "N", "N", "N", "N", "N", "N", "N", "N", "N", "N", "N", "N", "N", "N", "N", "C", "C", "C", "C", "C", "C", "C", "C", "C", "C", "C", "C", "C", "C", "H", "H", "H", "H", "H", "H", "H", "H", "H", "H", "H", "H", "H", "H", "H", "H", "H", "H", "H", "H", "H", "H", "H", "H", "H", "H", "H", "H", "H", "H", "H", "H", "H", "H", "H", "H", "H", "H", "H", "H", "H", "H", "H", "H", "H", "H", "H", "H", "H", "H", "H", "H", "H", "H", "H", "H"],
  "xyz": [[5.60, -0.32, -0.01], [1.74, 3.19, 0.21], [-5.90, -3.06, -3.14], [3.90, -1.82, 4.27], [-3.36, -2.26, 0.36], [-3.19, 0.47, -0.76], [1.78, -1.19, 0.10], [-0.41, 3.80, 2.93], [1.94, 1.42, -4.23], [0.13, -0.48, -3.46], [0.82, -4.15, -0.42], [-3.19, 2.98, -4.50], [-0.75, -0.80, 4.18], [-0.44, 7.12, -0.59], [2.39, -5.82, -0.46], [-4.86, -0.20, 0.66], [-0.80, 2.25, 4.51], [-2.17, 1.37, -3.25], [-0.89, 6.23, 1.45], [1.81, -1.98, 3.25], [-0.46, -1.35, 0.24], [-4.91, -1.12, -2.45], [2.04, -1.20, 5.34], [-0.99, 2.54, -4.83], [3.99, -0.28, 1.60], [0.42, 0.55, -0.60], [2.95, 5.03, -0.30], [4.03, 3.04, -0.01], [3.06, -3.66, -0.22], [-3.82, -3.05, -2.11], [-2.47, -0.71, 2.72], [-1.11, -2.49, 2.64], [-3.52, 1.52, 1.25], [0.78, 1.86, 2.86], [5.92, -1.29, 2.03], [0.10, 4.95, -0.13], [-0.64, -2.07, -4.87], [-0.45, -2.58, -2.67], [-2.20, 2.30, -4.24], [-2.87, -3.47, -0.27], [3.09, 1.49, -3.41], [-3.84, 0.61, 0.30], [-0.18, 2.67, 3.38], [2.68, -1.72, 4.25], [2.00, -4.50, -0.45], [-0.31, -1.63, -3.64], [2.84, 3.73, 0.05], [-1.40, -1.33, 3.26], [-4.98, -2.48, -2.58], [-0.37, 6.17, 0.20], [5.22, -0.55, 1.15], [0.68, -0.68, -0.11], [-1.38, -0.95, 0.13], [3.30, 0.46, -3.10], [-2.22, -3.27, -1.12], [-0.50, 0.79, -0.93], [-4.20, -1.98, -0.01], [-1.62, -2.81, 1.84], [-1.38, 0.73, -3.23], [3.93, 2.06, 0.21], [4.88, 3.57, 0.04], [-1.25, -2.86, -4.85], [-1.36, 2.97, 4.92], [-0.29, 1.83, -4.77], [-0.76, 3.35, -5.36], [3.39, -5.97, -0.46], [-2.27, -4.04, 0.44], [5.47, -1.63, 2.86], [-1.15, 7.14, 1.79], [3.23, -0.14, 0.95], [-0.60, -3.52, -2.96], [-2.63, 0.19, 3.14], [-5.68, -0.57, -2.77], [-2.80, 1.43, -2.48], [0.37, 4.76, -1.08], [-3.80, -3.97, -0.52], [-3.69, -4.03, -2.31], [-5.06, -1.05, 0.16], [0.32, 4.31, 0.62], [1.22, 1.17, -0.66], [2.17, -2.20, 2.33], [4.04, 1.83, -3.83], [-0.25, -2.28, 0.55], [1.47, 0.61, -4.01], [2.87, 2.11, -2.53], [4.04, -3.80, -0.28], [1.07, -0.97, 5.13], [-2.70, 2.09, 1.08], [1.87, -6.53, -0.94], [-2.93, -1.02, 1.87], [6.87, -1.50, 1.78], [2.48, -0.96, 6.20], [-3.12, -2.55, -1.59], [3.88, -0.41, 2.59], [3.81, 5.42, -0.64], [-4.01, 1.50, 2.12], [0.84, -1.77, 3.30], [-4.05, -0.68, -2.17], [-0.42, -3.09, 3.06], [-0.60, -1.38, -5.60], [2.13, 5.61, -0.26], [-0.81, 5.42, 2.05], [2.71, -2.73, -0.01], [1.32, 2.25, 2.10], [-5.46, 0.07, 1.41], [-0.80, 1.30, 4.85], [-0.16, -2.32, -1.74], [0.83, 0.93, 3.23]],
  "mulliken_charge": [-0.70, -0.45, -0.71, -0.76, -0.61, -0.22, -0.56, -0.81, -0.59, -0.62, -0.55, -0.71, -0.78, -0.73, -0.46, -0.14, -0.32, 0.13, -0.34, -0.06, 2.04, -0.03, -0.29, -0.27, 0.03, 0.90, -0.39, -0.34, -0.20, -0.15, -0.06, -0.22, -0.33, 0.00, -0.33, -0.36, -0.48, -0.03, 0.44, -0.83, -0.47, 0.14, 0.43, 0.34, 0.45, 0.62, 0.59, 0.39, 0.40, 0.48, 0.55, -0.46, -1.00, 0.21, 0.39, -0.22, -0.01, -0.10, 0.04, 0.00, 0.22, 0.19, 0.23, 0.11, 0.19, 0.18, 0.40, 0.23, 0.19, 0.04, 0.25, 0.23, 0.22, 0.12, 0.15, 0.58, 0.32, 0.24, 0.30, -0.35, 0.12, 0.35, 0.01, 0.42, 0.05, 0.25, 0.17, 0.06, 0.26, 0.32, 0.20, 0.19, -0.07, 0.07, 0.16, 0.22, 0.01, -0.15, 0.29, 0.29, 0.16, 0.44, 0.14, 0.13, 0.19, 0.17, -0.46, 0.10]
}



3.
{
  "formula": "C2H5I2O2P",
  "method": "the ωB97M-V functional and the def2-TZVPD basis",
  "e_tot_ha": -1166.309925,
  "fmax_ev_per_a": 3.38,
  "lumo_energy_ev": [0.18, -3.32],
  "s2": 2.015,
  "homo_lumo_gap_ev": [6.8, 5.8],
  "spin_multiplicity": 3,
  "symbols": ["I", "I", "P", "O", "O", "C", "C", "H", "H", "H", "H", "H"],
  "xyz": [[3.76, -2.65, -1.93], [-0.08, -1.39, -2.09], [3.02, -0.32, -2.34], [0.18, 0.39, 0.50], [3.32, -0.04, -3.75], [-2.11, 0.61, 1.63], [-0.63, 0.79, 1.30], [-0.18, 1.31, 2.25], [0.22, -0.44, -0.79], [-2.77, 0.27, 0.90], [-2.20, -0.13, 2.43], [-2.54, 1.61, 1.90]],
  "mulliken_charge": [0.08, -0.18, 0.18, -0.47, -0.35, -0.96, 0.31, 0.25, 0.20, 0.35, 0.28, 0.29]
}



4.
{
  "formula": "C4H15N2O",
  "method": "the ωB97M-V functional and the def2-TZVPD basis",
  "e_tot_ha": -345.912914,
  "fmax_ev_per_a": 1.93,
  "charge": 1,
  "lumo_energy_ev": -2.63,
  "homo_lumo_gap_ev": 11.6,
  "symbols": ["O", "N", "N", "C", "C", "C", "C", "H", "H", "H", "H", "H", "H", "H", "H", "H", "H", "H", "H", "H", "H", "H"],
  "xyz": [[-1.10, -2.75, 0.62], [1.69, -0.66, 0.79], [-0.37, 0.79, 0.06], [0.23, 0.05, -1.07], [1.67, -0.37, -0.65], [-1.85, 0.62, 0.09], [0.04, 2.20, 0.09], [-2.06, -0.44, 0.03], [1.05, 2.27, 0.33], [1.24, -1.56, 0.91], [1.93, -1.26, -1.23], [0.36, 0.82, -1.84], [2.64, -0.77, 1.11], [-2.23, 1.11, -0.79], [-0.43, -0.77, -1.35], [-2.30, 1.05, 0.98], [0.04, 0.34, 0.89], [-0.25, 2.71, -0.83], [2.33, 0.44, -0.96], [-1.77, -3.10, 1.22], [-0.39, -3.41, 0.69], [-0.46, 2.67, 0.93]],
  "mulliken_charge": [-0.58, -0.59, 0.03, -0.61, -0.59, -0.80, -1.03, 0.24, 0.39, 0.13, 0.35, 0.31, 0.27, 0.39, 0.42, 0.36, 0.46, 0.39, 0.46, 0.30, 0.30, 0.40]
}